[1]
19
Properties=species:S:1:pos:R:3 method="wB97M-V/def2-TZVPD" lumo_energy_ev=-3.536 smiles="CC1(C)CONC1=[NH2+]" e_homo_ha=-0.515 gap_ha=0.3847 e_above_lowest_kcal_mol=91.2 total_charge=+1
C -0.859 0.488 -1.245
C -0.221 0.370 0.136
C -1.113 0.362 1.327
C 0.983 1.375 0.160
O 2.179 0.668 -0.153
N 1.877 -0.745 -0.090
C 0.510 -0.941 -0.007
N -0.027 -2.107 0.058
H -0.376 -0.165 -2.000
H -0.906 1.475 -1.701
H -1.862 0.065 -1.318
H -1.084 -0.562 1.767
H -2.126 0.690 0.968
H -0.983 1.193 2.107
H 0.932 2.185 -0.744
H 0.908 1.828 1.157
H 2.716 -1.214 -0.495
H -1.020 -2.084 0.475
H 0.471 -2.881 -0.401



[2]
15
Properties=species:S:1:pos:R:3 method="wB97M-V/def2-TZVPD" lumo_energy_ev="-1.029 / -0.459" e_homo_ha="-0.352 / -0.277" gap_ha="0.3139 / 0.2604" e_above_lowest_kcal_mol=76.2 total_charge=0
C -2.172 -0.180 -0.492
C -1.797 -1.392 0.134
C -1.277 0.824 -0.679
C -0.445 -1.577 0.419
C 0.050 0.636 -0.333
C 0.509 -0.590 0.086
P 2.203 -0.836 0.506
S 3.089 0.580 -0.798
H -3.261 0.015 -0.734
H -2.611 -2.252 0.302
H -1.534 1.678 -1.290
H -0.264 -2.594 0.726
H 0.783 1.416 -0.510
H 1.797 -0.029 3.175
H 4.179 -0.022 -0.764



[3]
84
Properties=species:S:1:pos:R:3 method="wB97M-V/def2-TZVPD" lumo_energy_ev=3.497 e_homo_ha=-0.075 gap_ha=0.2031 e_above_lowest_kcal_mol=18.1 total_charge=-2
Cs -0.847 0.184 -0.125
Br -3.442 -1.271 -1.890
C -3.859 -0.008 -3.299
C -4.995 -0.282 -4.006
C -5.356 0.539 -5.081
C -4.563 1.602 -5.404
C -3.399 1.897 -4.667
C -2.589 2.992 -5.012
C -1.450 3.246 -4.297
C -1.104 2.441 -3.204
C -1.842 1.345 -2.766
C -3.004 1.080 -3.557
H -5.612 -1.130 -3.746
H -6.251 0.310 -5.647
H -4.816 2.240 -6.243
H -2.883 3.622 -5.843
H -0.821 4.088 -4.571
H -0.195 2.711 -2.672
N 3.000 5.581 1.291
C 3.083 4.215 1.233
C 2.024 3.450 0.712
N 2.086 2.135 0.635
C 3.218 1.558 1.047
C 4.283 2.309 1.498
N 4.229 3.638 1.609
H 2.067 5.950 1.407
H 3.708 6.017 1.863
H 1.116 3.927 0.367
H 3.235 0.478 1.003
H 5.222 1.858 1.792
S 2.528 -1.342 -3.022
C 3.766 -1.268 -1.923
N 4.709 -0.309 -2.032
C 5.967 -0.341 -1.327
C 5.785 -1.012 0.031
C 5.067 -2.346 -0.136
N 3.873 -2.159 -0.925
H 4.571 0.357 -2.775
H 6.324 0.685 -1.197
H 6.716 -0.894 -1.914
H 5.185 -0.361 0.665
H 6.754 -1.171 0.507
H 4.779 -2.745 0.837
H 5.734 -3.073 -0.628
H 3.109 -2.806 -0.808
C 4.727 -2.460 3.577
Si 3.219 -3.671 3.466
C 3.547 -4.788 5.014
C 3.615 -4.904 2.031
As 1.172 -2.791 3.045
Si 1.032 -1.209 4.686
C -0.827 -0.864 5.010
C 1.893 0.474 4.344
C 1.707 -1.690 6.426
H 5.704 -2.926 3.448
H 4.719 -1.991 4.559
H 4.642 -1.657 2.847
H 4.498 -5.316 4.968
H 2.767 -5.537 5.125
H 3.552 -4.194 5.925
H 4.675 -5.099 1.879
H 3.199 -4.533 1.096
H 3.132 -5.856 2.234
H -1.318 -0.516 4.103
H -1.012 -0.128 5.789
H -1.316 -1.790 5.306
H 1.542 0.921 3.415
H 2.965 0.312 4.236
H 1.749 1.208 5.134
H 1.350 -2.675 6.715
H 1.409 -0.988 7.202
H 2.794 -1.725 6.411
F -6.063 3.755 5.695
C -4.901 4.097 5.087
C -3.728 4.231 5.823
F -3.748 3.989 7.153
C -2.561 4.636 5.202
F -1.463 4.806 5.958
C -2.493 4.906 3.825
Se -0.941 5.506 3.034
C -3.693 4.739 3.111
F -3.721 4.989 1.791
C -4.873 4.360 3.722
F -6.020 4.263 3.010



[4]
68
Properties=species:S:1:pos:R:3 method="wB97M-V/def2-TZVPD" lumo_energy_ev="-1.662 / -1.931" e_homo_ha="-0.296 / -0.296" gap_ha="0.2347 / 0.2248" e_above_lowest_kcal_mol=99.1 total_charge=0
Ga 0.752 1.175 -0.368
O -5.202 -1.672 -1.685
C -4.347 -1.611 -2.585
O -4.435 -1.593 -3.822
C -2.900 -1.427 -2.054
C -1.866 -1.062 -2.906
C -0.673 -0.661 -2.355
N -0.455 -0.610 -1.020
C -1.361 -1.211 -0.221
C -2.599 -1.585 -0.710
C -0.939 -1.627 1.140
C -1.843 -1.706 2.191
C -1.416 -2.240 3.394
C -0.108 -2.678 3.503
C 0.725 -2.541 2.403
N 0.332 -2.027 1.242
C 0.477 -0.069 -3.128
C 0.794 -0.378 -4.605
C 2.782 1.282 -4.926
C 3.444 1.516 -3.788
C 2.945 1.593 -2.399
N 2.307 0.697 -1.748
H -2.059 -1.035 -3.970
H -3.358 -2.010 -0.067
H -2.856 -1.350 2.068
H -2.093 -2.303 4.236
H 0.270 -3.101 4.423
H 1.760 -2.860 2.455
H -0.082 -0.669 -5.180
H 3.391 1.298 -5.825
H 4.498 1.766 -3.874
H 3.158 2.510 -1.849
S 1.079 3.497 0.129
C -0.279 3.918 -0.871
N -0.983 5.035 -0.621
N -2.234 4.957 -1.015
C -3.051 3.774 -0.997
C -3.960 3.553 -2.016
C -4.714 2.384 -2.009
C -4.565 1.456 -0.991
C -3.675 1.716 0.047
C -2.914 2.871 0.054
N -0.629 3.201 -1.958
N -0.156 2.002 -1.967
C 0.198 1.416 -3.160
C 1.804 -0.508 -2.395
C 2.569 -1.304 -3.415
C 1.910 -1.378 -4.563
C 1.298 1.022 -5.153
C 0.530 2.001 -4.310
H -2.705 5.850 -1.059
H -4.039 4.258 -2.834
H -5.398 2.186 -2.823
H -5.119 0.524 -1.012
H -3.569 1.008 0.858
H -2.220 3.069 0.864
H 1.557 -1.189 -1.581
H 3.469 -1.847 -3.159
H 2.201 -1.979 -5.413
H 1.101 1.104 -6.221
H 0.447 3.057 -4.521
Cl 2.462 -0.155 4.149
C 2.002 0.861 2.796
Cl 2.897 0.330 1.340
Cl 2.435 2.544 3.138
C 0.447 0.825 2.561
O -0.253 0.794 3.534
O 0.036 0.906 1.338



[5]
16
Properties=species:S:1:pos:R:3 method="wB97M-V/def2-TZVPD" lumo_energy_ev=0.924 e_homo_ha=-0.339 gap_ha=0.3732 e_above_lowest_kcal_mol=93.4 total_charge=0
C -0.491 1.190 -0.433
C -1.445 0.021 -0.174
C 0.778 1.158 0.310
C -0.710 -2.104 0.228
N 3.731 -0.645 0.030
N 2.677 -0.251 -0.062
N -0.819 -1.184 -0.573
N 1.586 0.160 -0.250
H -0.278 1.087 -1.490
H -1.081 2.186 -0.384
H -1.812 -0.119 0.836
H -2.386 0.444 -0.793
H 1.334 2.143 0.317
H 0.530 0.937 1.400
H -1.215 -1.984 1.168
H -0.401 -3.038 -0.130



[6]
6
Properties=species:S:1:pos:R:3 method="wB97M-V/def2-TZVPD" lumo_energy_ev=-1.050 smiles="O=C=O.O=NBr" e_homo_ha=-0.375 gap_ha=0.3368 e_above_lowest_kcal_mol=3.4 total_charge=0
O 2.859 -0.364 -1.250
C 2.320 0.030 -0.330
O 1.747 0.413 0.573
O -2.563 1.171 0.281
N -2.830 0.059 0.516
Br -1.533 -1.309 0.209



[7]
10
Properties=species:S:1:pos:R:3 method="wB97M-V/def2-TZVPD" lumo_energy_ev="0.184 / -3.998" s_squared=2.01 e_homo_ha="-0.233 / -0.364" gap_ha="0.2402 / 0.2167" e_above_lowest_kcal_mol=63.2 spin_multiplicity=3 total_charge=0
C 0.166 0.267 -1.445
C -0.963 -0.852 0.319
N -0.738 -0.502 -1.016
O 2.004 0.116 1.449
O 0.998 1.049 -0.694
S -0.919 0.627 1.461
S 1.121 1.156 1.153
H 0.456 0.576 -2.479
H -1.984 -1.056 0.597
H -0.140 -1.381 0.655



[8]
11
Properties=species:S:1:pos:R:3 method="wB97M-V/def2-TZVPD" lumo_energy_ev=0.244 e_homo_ha=-0.297 gap_ha=0.3059 e_above_lowest_kcal_mol=116.6 total_charge=0
C 1.156 -1.304 -1.159
C 0.365 0.223 0.238
C -0.820 0.373 0.795
N -1.255 1.722 1.014
N -0.537 2.694 0.851
N 1.402 -0.187 -0.236
H 0.472 -1.057 -1.975
H 0.691 -2.087 -0.544
H 2.111 -1.662 -1.520
H -1.364 -0.499 1.149
H -2.221 1.782 1.387